Entry from the OMol25 dataset: a cluster of 14 separate species, C68H178N14O20 in total at a distorted geometry (ωB97M-V with the def2-TZVPD basis set).

Calculated values
- orbital gap (eV) = 8.9
- total charge = 0
- LUMO (eV) = 0.5
- relative energy (zero: lowest compared OMol25 entry of this formula, charge and spin) (kJ/mol) = 243.32
- HOMO level (eV) = -8.38

CARTESIAN COORDINATES (ANGSTROEM)
C 3.640908 7.528456 -1.418834
O 3.282458 7.050306 -2.694144
C 3.153758 5.656906 -2.908654
C 2.621848 5.411336 -4.314094
N 2.394408 4.006256 -4.536814
C 1.889198 3.763336 -5.895294
C 1.448238 2.336136 -6.051934
O 0.044218 2.116976 -5.992754
C -0.269472 0.758786 -6.087034
H 3.740448 8.607796 -1.533724
H 4.462828 6.970216 -0.970594
H 2.811668 7.485176 -0.712724
H 2.360068 5.316366 -2.243684
H 4.096248 5.120586 -2.798324
H 3.374398 5.660346 -5.062274
H 1.753268 6.017706 -4.570964
H 1.616548 3.817226 -3.920944
H 2.633628 4.093246 -6.619914
H 1.003238 4.395486 -5.955014
H 1.919438 1.685236 -5.315464
H 1.912518 2.014246 -6.984094
H -1.347412 0.703276 -5.935184
H 0.195378 0.115506 -5.339894
H 0.004618 0.361676 -7.064424
C -7.942562 9.119356 -0.304184
O -6.806152 8.839466 0.415416
C -5.729782 8.427916 -0.414654
C -4.608812 7.891766 0.545496
N -4.944072 6.525186 0.967646
C -3.966632 6.060216 1.980296
C -4.010082 4.544076 2.135416
O -3.663462 3.965566 0.838566
C -3.913852 2.552276 0.918936
H -8.094262 8.353026 -1.064334
H -7.884132 10.083926 -0.808464
H -8.791902 9.235366 0.369056
H -5.419292 9.336106 -0.931254
H -6.021302 7.735406 -1.204304
H -4.394392 8.560616 1.379016
H -3.640592 7.896176 0.044876
H -5.062292 5.939066 0.153646
H -4.049202 6.581076 2.934236
H -2.961622 6.306716 1.637836
H -4.976162 4.156256 2.458496
H -3.333022 4.201126 2.917766
H -3.479512 2.057336 1.787546
H -3.315622 2.194106 0.081126
H -4.961742 2.253256 0.943906
C 2.795748 -1.507704 -2.551464
O 1.555488 -1.402704 -3.233484
C 0.586238 -2.394864 -2.931654
C 0.258678 -2.597594 -1.444344
N -0.437572 -1.413114 -0.854384
C -0.381502 -1.413174 0.603366
C -0.947122 -0.128714 1.108466
O 0.143658 0.803366 1.119116
C -0.161612 2.074356 1.648876
H 3.495308 -0.807744 -3.008384
H 3.182888 -2.526504 -2.568204
H 2.703168 -1.199654 -1.510004
H 0.973188 -3.353934 -3.275954
H -0.284942 -2.079864 -3.506044
H 1.168708 -2.800334 -0.879684
H -0.407812 -3.449444 -1.309284
H 0.009258 -0.623684 -1.298514
H 0.582788 -1.690704 1.029066
H -1.118032 -2.155144 0.911766
H -1.394222 -0.303044 2.087146
H -1.811292 0.210726 0.537436
H -0.972412 1.986206 2.372016
H -0.502312 2.674186 0.804936
H 0.717598 2.596496 2.026326
C 7.333868 -7.318804 1.823846
O 6.603998 -6.255914 1.304336
C 6.942808 -5.874154 -0.019354
C 6.343538 -4.509044 -0.278374
N 7.199108 -3.333434 -0.116754
C 6.510908 -2.013544 -0.360694
C 5.568038 -1.521394 0.707126
O 4.354698 -2.298534 0.638606
C 3.296768 -1.924904 1.524086
H 8.394998 -7.073274 1.866486
H 7.249548 -8.158474 1.133956
H 6.962338 -7.538934 2.824646
H 6.490168 -6.715104 -0.544744
H 8.008588 -5.902744 -0.246084
H 5.489888 -4.453264 0.397106
H 6.000348 -4.590924 -1.309694
H 7.509478 -3.302474 0.843886
H 6.137338 -1.925014 -1.380844
H 7.322318 -1.288614 -0.425474
H 5.365488 -0.456724 0.590706
H 6.106728 -1.681394 1.641106
H 3.694648 -1.990874 2.536726
H 2.507958 -2.672874 1.443966
H 2.973718 -0.894974 1.372466
C -0.441492 1.676866 10.908126
O -0.274822 2.156656 9.558126
C -0.853222 1.258116 8.577406
C -0.672302 1.849576 7.137096
N -1.664032 2.858516 6.852416
C -1.263472 3.645726 5.699626
C -2.347492 4.709096 5.453866
O -2.200992 5.615866 6.506996
C -3.176812 6.686126 6.576126
H -1.517262 1.676716 11.083686
H 0.067998 2.356926 11.590786
H -0.116302 0.648266 11.064126
H -1.912682 1.084256 8.765596
H -0.273722 0.336186 8.625606
H -0.973232 1.036706 6.476196
H 0.374888 2.130526 7.025086
H -1.709502 3.549056 7.588066
H -1.197262 3.070256 4.776296
H -0.288522 4.080296 5.920306
H -3.391152 4.396326 5.421726
H -1.988252 5.267686 4.589556
H -2.962952 7.357946 7.407396
H -4.167742 6.238746 6.653596
H -3.153782 7.237496 5.636146
C -12.187102 -4.516194 -3.969134
O -10.857912 -4.782224 -4.393174
C -9.855492 -4.118924 -3.552734
C -8.459282 -4.515324 -4.065454
N -7.356712 -4.300434 -3.109184
C -6.077662 -4.856634 -3.630264
C -4.908902 -4.485164 -2.726884
O -4.652912 -3.152514 -2.866754
C -3.576802 -2.631834 -2.052354
H -12.999632 -4.863094 -4.607534
H -12.208052 -3.426764 -3.940484
H -12.291542 -4.820424 -2.927674
H -10.076812 -4.490694 -2.552284
H -9.922942 -3.032324 -3.499394
H -8.244072 -4.026574 -5.015674
H -8.548242 -5.572504 -4.315544
H -7.174652 -3.394834 -2.700714
H -5.916112 -4.693954 -4.695884
H -6.296072 -5.924474 -3.619564
H -4.064472 -5.163944 -2.846444
H -5.202612 -4.629894 -1.687224
H -3.645282 -3.022774 -1.037174
H -3.583202 -1.541924 -2.064514
H -2.558342 -2.901234 -2.332104
C 5.448978 0.861036 -2.305774
C 5.052988 2.193456 -2.942504
C 6.108798 3.121876 -3.472074
O 6.956828 3.603106 -2.465864
C 8.004728 4.467196 -2.791724
N 4.103278 1.771546 -3.997914
H 5.928128 0.167656 -2.996954
H 4.561468 0.435316 -1.837594
H 6.163598 1.008816 -1.496104
H 4.437118 2.718286 -2.212194
H 5.683708 3.957636 -4.027864
H 6.737498 2.623636 -4.210044
H 8.555678 4.800986 -1.912434
H 7.623008 5.280406 -3.409034
H 8.726688 3.960936 -3.432484
H 3.535418 2.583336 -4.194454
H 3.435918 1.176666 -3.527954
C -1.459842 -6.217214 -3.699824
C -0.097552 -6.854754 -4.160424
C 0.602018 -5.978174 -5.248134
O -0.001022 -5.527724 -6.408124
C 0.011548 -6.514344 -7.426184
N 0.724108 -7.007414 -2.980284
H -1.275412 -5.202844 -3.346054
H -1.980102 -6.776524 -2.922264
H -2.100702 -6.158554 -4.579574
H -0.350232 -7.863234 -4.487884
H 1.540278 -6.431344 -5.568124
H 0.917928 -5.036844 -4.798464
H 1.044758 -6.826264 -7.578754
H -0.475932 -6.087504 -8.302694
H -0.644532 -7.373714 -7.287844
H 0.226948 -7.711384 -2.453624
H 0.732698 -6.185864 -2.392854
C 7.703438 -5.569394 -3.504874
C 7.050888 -4.589204 -4.467894
C 5.880748 -3.778174 -3.788454
O 4.751558 -4.540564 -3.298674
C 4.083718 -5.417604 -4.245414
N 8.013888 -3.591624 -4.940234
H 8.021618 -4.999714 -2.631764
H 8.563778 -6.139194 -3.855954
H 6.899158 -6.211894 -3.146494
H 6.618768 -5.115554 -5.318974
H 5.498088 -3.066994 -4.520504
H 6.251468 -3.244084 -2.913574
H 3.299478 -5.874034 -3.641474
H 4.715848 -6.244954 -4.567904
H 3.776418 -4.780174 -5.074474
H 8.489388 -3.178024 -4.150964
H 8.731478 -4.179964 -5.339014
C -0.616812 5.849616 -0.619014
C -0.908332 5.747676 -2.103294
C -0.990052 4.246906 -2.534014
O 0.242498 3.623086 -2.224114
C 0.165478 2.238256 -2.610984
N -2.100822 6.522046 -2.453314
H 0.269508 5.307256 -0.289804
H -1.532452 5.636606 -0.067354
H -0.391902 6.899296 -0.430104
H -0.068402 6.168786 -2.655824
H -1.200142 4.137536 -3.597974
H -1.822562 3.702866 -2.087854
H -0.506712 1.694236 -1.947434
H 1.170958 1.817836 -2.629804
H -0.228392 2.144926 -3.623044
H -2.287012 6.646866 -3.438124
H -1.968332 7.429916 -2.031024
C -1.829922 -5.381714 0.237296
C -0.866332 -6.576724 0.317086
C 0.613048 -6.218974 0.434766
O 1.057548 -5.390444 -0.660654
C 2.437538 -5.041764 -0.615424
N -1.288702 -7.362614 1.507896
H -2.856832 -5.718364 0.095086
H -1.556242 -4.887954 -0.695124
H -1.883282 -4.646444 1.040186
H -1.047162 -7.227814 -0.538174
H 1.167978 -7.157094 0.425356
H 0.760608 -5.793694 1.427466
H 3.139268 -5.864724 -0.751104
H 2.731828 -4.541604 0.307246
H 2.655688 -4.326964 -1.408884
H -0.898152 -8.291774 1.442796
H -0.829852 -6.952604 2.308806
C -0.525822 -5.008024 5.639006
C -1.479242 -3.933474 5.114226
C -0.737072 -2.750884 4.358726
O -0.044452 -1.906224 5.277596
C 0.688868 -0.945094 4.530096
N -2.374122 -4.531754 4.175856
H 0.266988 -4.520884 6.206676
H -0.025602 -5.551764 4.837606
H -0.938282 -5.715194 6.358646
H -1.998142 -3.392774 5.905726
H -1.475472 -2.121364 3.862176
H -0.127782 -3.093414 3.522336
H 1.445538 -1.467904 3.945106
H 1.181418 -0.270054 5.229966
H 0.064578 -0.282284 3.930896
H -2.872472 -5.351294 4.492246
H -3.041112 -3.852824 3.837796
C -0.113212 7.281846 2.885356
C 0.589178 7.203106 4.233976
C 1.640868 6.088336 4.286616
O 1.114868 4.813176 4.031746
C 2.005488 3.699816 4.225916
N 1.310078 8.488056 4.400356
H 0.577008 7.607256 2.107016
H -0.996112 7.920946 2.873516
H -0.537632 6.336076 2.548496
H -0.068752 7.096756 5.096476
H 2.156878 6.104096 5.246596
H 2.366948 6.280996 3.496816
H 2.362158 3.621666 5.252946
H 2.821728 3.630696 3.506836
H 1.442688 2.768076 4.169256
H 0.769518 9.337556 4.479426
H 1.873958 8.501076 5.238186
C -3.371762 -0.236094 5.924956
C -3.361422 0.459246 4.537866
C -4.323972 -0.307524 3.536756
O -3.710402 -1.521184 3.070956
C -4.371832 -2.109304 1.973516
N -3.813102 1.827966 4.747756
H -2.857532 -1.196464 5.888076
H -4.346482 -0.374214 6.392876
H -2.918212 0.385626 6.696876
H -2.371852 0.541896 4.088406
H -4.578382 0.320846 2.683226
H -5.291392 -0.429144 4.024006
H -5.349272 -2.521434 2.224256
H -3.835532 -2.982034 1.600906
H -4.510312 -1.521554 1.066066
H -3.271962 2.320756 5.443756
H -4.726402 1.699516 5.159426

Atomic forces in eV per Å
-1.0 -0.1 0.0
0.3 0.3 -0.8
-1.0 0.6 0.0
1.3 0.4 -0.8
-0.6 0.1 0.4
-0.8 0.7 1.4
0.7 -0.9 -0.4
0.8 1.0 0.0
-0.6 -0.3 -0.1
0.9 -0.1 0.0
0.4 0.4 -0.1
-0.4 -0.6 0.2
0.2 -0.6 0.5
0.1 -0.1 0.4
0.3 0.6 0.1
-0.3 0.3 0.3
-0.2 -0.6 0.3
0.0 -0.2 0.0
-0.3 0.2 -0.8
0.1 0.1 0.3
-0.6 -0.5 -0.5
0.0 -0.2 -0.2
0.4 0.2 0.3
-0.1 -0.1 -0.2
-0.7 0.6 -0.4
0.6 -0.8 0.5
1.0 1.1 1.7
-0.7 -0.6 -1.4
0.1 1.3 1.6
-0.3 -0.8 -1.4
0.1 0.4 -0.7
-0.9 -0.6 2.1
1.4 0.4 -0.6
-0.5 -0.1 0.0
0.2 0.3 -0.4
0.0 -0.5 0.1
0.6 0.1 -0.3
-0.1 -0.5 0.2
-0.8 0.0 0.3
0.3 -0.1 -0.7
0.6 -0.3 0.2
-0.6 0.0 0.1
0.5 0.0 -0.1
-0.4 0.2 -0.2
0.4 0.0 -0.2
0.3 0.5 0.5
-0.7 -0.5 -0.3
-0.2 0.3 -0.5
-0.4 0.1 0.1
0.0 0.5 0.2
0.4 -0.1 0.7
-0.9 1.3 0.2
0.9 -1.1 -1.1
-1.5 -0.2 -1.1
0.9 0.6 0.7
0.0 -0.6 0.5
-0.5 0.2 -1.1
-0.1 -0.4 -0.3
0.2 -0.1 -0.2
-0.1 0.0 0.3
-0.1 -0.3 -0.3
-0.1 -0.3 0.1
0.2 -0.1 0.0
0.3 -0.1 -0.3
0.1 0.6 0.5
0.1 0.3 0.1
0.1 -0.5 0.1
0.4 0.2 0.7
0.2 0.1 -0.7
0.1 0.3 0.4
-0.4 0.4 0.1
0.0 -0.5 0.3
0.3 0.0 -0.5
0.2 1.3 1.2
-0.1 -0.6 0.7
-0.8 -0.5 -0.4
-0.5 0.6 -0.4
1.4 -0.4 -0.4
-0.8 -1.0 -0.3
0.0 0.4 -0.2
1.5 -0.2 0.3
0.3 0.1 0.2
-0.1 -0.6 0.2
0.0 -0.1 -0.2
-0.2 0.4 -1.3
0.4 0.1 0.3
-0.4 0.0 -0.3
-0.3 0.6 0.1
0.2 -0.1 0.2
-0.6 -0.5 0.1
0.2 0.2 0.4
-0.1 0.2 -0.1
-0.3 0.0 0.6
-0.1 0.1 0.4
-0.1 0.3 -0.3
-0.4 0.0 -0.3
-0.8 0.4 -1.1
-0.1 -0.6 0.0
1.2 1.1 -0.4
-1.2 -1.2 1.8
0.2 0.4 -0.1
-1.4 0.1 -0.1
1.8 1.0 0.1
-0.4 1.6 2.0
0.6 -1.3 -0.9
-0.1 0.1 0.5
0.0 -0.1 -0.2
0.4 -0.1 -0.2
-0.1 -0.1 0.2
-0.2 -0.4 0.0
0.8 -0.3 -0.2
0.1 0.2 -0.2
0.0 -0.1 0.5
0.2 -0.4 0.1
0.0 0.5 -0.5
0.1 -0.5 -0.5
-0.6 -0.2 -0.9
0.1 -0.3 0.0
-0.2 0.1 0.3
0.0 0.3 -0.1
1.2 1.6 0.8
0.8 0.1 -0.4
-0.5 -1.0 -0.3
-0.1 0.4 0.6
0.5 -0.8 -0.4
-1.3 -0.7 0.7
-0.9 -1.4 0.5
1.8 2.4 -0.3
-0.4 -0.4 -0.1
0.6 -0.4 -0.2
-0.8 0.3 0.0
-0.4 -0.4 0.1
0.6 0.0 0.3
-0.5 0.2 -0.4
-0.2 0.3 -0.2
0.4 -0.2 0.3
-0.6 0.4 -0.6
0.3 0.8 -0.1
0.6 -0.4 0.3
0.4 0.1 -0.6
-0.4 -0.4 0.4
-0.4 0.2 0.3
-0.4 -0.1 0.0
0.0 -0.4 -0.8
1.2 0.8 0.9
-1.4 -1.2 0.2
1.3 0.1 -1.0
-0.4 -0.3 2.1
-0.1 -0.4 -1.3
0.6 0.3 -0.2
-0.3 0.0 -0.3
0.1 -0.2 -0.2
0.1 0.1 0.1
0.4 0.5 0.5
-0.5 0.2 0.0
0.0 -0.5 -0.3
-0.5 0.0 0.1
0.0 0.6 0.2
0.3 -0.3 -0.1
-0.1 0.5 -0.5
-0.1 -0.5 0.0
0.6 0.0 -1.4
-2.0 1.1 0.2
1.4 0.3 1.2
-1.7 -0.8 -0.7
-0.7 0.5 -0.4
0.8 -0.7 -0.5
0.0 0.1 0.1
0.2 -0.2 0.0
-0.3 0.2 0.1
0.3 0.0 -0.5
0.3 -0.6 0.4
0.0 0.0 0.7
0.0 -0.2 -0.4
0.7 0.4 -0.2
0.2 -0.4 0.9
0.3 -0.2 0.4
-0.1 0.3 0.0
-1.0 0.3 0.7
-0.6 0.8 1.0
-0.4 -1.2 -0.5
0.8 -0.5 -0.2
0.9 0.9 1.2
-0.1 -0.5 -0.6
0.2 0.1 0.1
-0.2 0.0 -0.4
0.2 -0.5 0.1
0.2 0.1 -0.2
0.2 0.2 -0.2
0.1 0.0 -0.1
-0.4 0.2 -0.5
0.3 0.1 -0.2
-0.5 -0.4 -0.2
-0.1 0.2 0.4
0.4 0.3 -0.5
-0.3 1.1 -0.2
0.4 -1.3 -0.9
-0.3 1.0 0.0
-0.1 -0.7 -0.4
0.1 0.5 -0.1
-0.3 -0.4 0.9
-0.3 -0.3 -0.1
0.2 -0.5 0.2
0.0 0.3 0.2
0.5 -0.2 0.0
0.2 0.3 -0.5
-0.2 0.1 0.7
0.1 -0.1 0.3
0.0 0.0 0.4
-0.1 0.1 -0.2
0.4 -0.2 -0.1
-0.3 0.2 -0.1
0.2 -0.1 -1.4
-1.1 0.2 1.4
0.0 -0.1 -0.9
0.1 -0.2 1.1
0.3 0.3 0.0
0.6 -0.1 -0.5
0.0 -0.3 0.1
-0.2 0.5 0.0
0.7 -0.3 0.3
0.1 0.2 -0.2
0.3 -0.2 -0.1
0.3 0.7 0.0
-0.3 -0.5 0.0
-0.3 0.0 0.3
-0.3 -0.1 -0.1
0.0 -0.3 0.0
-0.2 0.2 0.5
0.7 0.8 0.6
1.2 0.8 -0.4
-0.9 -0.4 0.7
0.1 -0.2 -0.7
0.2 0.1 1.0
-0.5 0.0 -1.1
0.1 0.2 0.0
-0.3 0.0 -0.2
-0.5 0.0 -0.3
0.0 -0.3 0.6
-0.5 -0.1 0.0
0.6 -0.4 0.2
0.0 0.2 -0.4
0.2 -0.2 0.2
-0.3 -0.3 -0.4
0.1 0.0 0.3
-0.2 0.0 0.0
-0.7 -0.6 -0.2
0.2 0.9 0.1
0.6 0.2 -0.6
-0.4 -1.3 0.1
-0.8 0.2 0.5
1.0 -0.1 0.1
0.1 0.1 0.1
0.2 0.5 0.3
0.3 -0.4 0.2
-0.6 -0.5 -0.2
0.1 0.1 0.3
0.4 0.4 0.0
0.5 0.7 0.2
0.1 0.4 0.0
-0.4 0.2 -0.5
-0.7 -0.3 -0.3
0.2 -0.3 0.1
0.8 -0.4 -0.1
-0.9 -0.6 0.7
0.9 0.9 0.1
-0.3 0.6 0.1
-0.4 -0.9 -0.4
-1.1 0.0 -1.2
0.0 -0.1 0.2
-0.5 -0.2 -0.8
0.6 0.1 -0.3
0.2 -0.5 0.1
0.4 0.2 -0.2
-0.1 -0.7 0.3
-0.3 0.2 0.4
0.6 0.0 0.4
0.2 0.9 0.2
0.3 -0.4 0.3
-0.4 0.6 0.1